No. 1
A structure of composition C39H38N2O4S2Se2W. Source: the Open Molecules 2025 dataset; level of theory: the ωB97M-V functional and the def2-TZVPD basis.

Properties
HOMO, eV: -14.0
Total charge: +2
2S+1: 1
Frontier orbital gap, eV: 5.7
Relative energy (zero: lowest compared OMol25 entry of this formula, charge and spin), kcal/mol: 0.00
LUMO level, hartree: -0.305
F_max, eV/A: 0.57
Energy, a.u.: -7585.19420

Last column: Mulliken charge in e.
Cartesian coordinates (Å):
W: -1.53866 1.12625 0.32041  -1.69
Se: -1.58264 1.93126 2.89932  0.12
Se: -3.31753 -0.49886 1.56351  0.21
S: -3.37858 1.55628 -1.13132  -0.19
S: -1.42801 3.52792 0.15119  -0.15
O: 0.23624 1.28713 0.46799  2.06
O: 1.81290 -1.63005 -1.99186  -0.43
O: 3.08468 -0.67954 -0.36363  -0.32
O: -1.33721 -0.36921 -0.68647  0.21
N: -5.68056 3.96043 -2.69106  -0.31
N: -2.98676 6.66364 -1.00623  -0.31
C: -0.11829 -4.97248 -0.06090  -0.98
C: 4.16601 -1.26439 -2.39935  -1.70
C: 1.96417 1.03094 2.06977  -0.34
C: 2.44776 2.00686 -0.21766  -0.03
C: -0.28219 -4.84045 1.31025  -0.85
C: 2.68397 0.06225 4.15282  -0.96
C: -0.50131 -3.58368 1.85446  -1.11
C: -4.30277 0.73156 2.72718  -0.66
C: -3.53951 2.01864 3.01947  -0.77
C: -2.21235 -2.32388 -2.73225  -0.38
C: 1.72736 2.23914 2.73038  -0.39
C: -2.77945 4.11299 -0.70560  0.76
C: 1.67170 0.98181 0.58070  2.53
C: -0.41316 -1.38339 -1.26983  2.93
C: -4.76638 3.64539 -2.07177  -0.34
C: -0.18915 -3.86260 -0.89029  -0.18
C: 3.76312 2.28793 0.13350  -0.18
C: 1.89306 2.62068 -1.33821  -0.02
C: 0.98822 -0.70347 -1.33510  -1.06
C: 2.64333 3.51161 -2.09146  -1.28
C: 4.51363 3.17166 -0.62599  -0.98
C: -2.89671 5.52692 -0.87196  -0.39
C: -3.65471 3.23194 -1.27579  0.60
C: 1.74998 -0.44404 -0.01814  -0.15
C: -1.08332 -1.26540 -5.02678  -1.10
C: 1.94776 2.34978 4.09348  -0.66
C: -4.66457 -1.04548 0.27579  -0.79
C: -1.00320 -1.63336 -2.64775  -0.60
C: 3.12288 -1.67188 -1.38865  0.89
C: -0.56554 -2.47396 1.02423  0.29
C: 2.45046 -0.05573 2.78533  -0.51
C: -1.13977 0.39978 4.02085  -0.28
C: -0.42564 -2.59831 -0.35724  0.03
C: -0.44400 -1.10338 -3.80454  -0.45
C: 2.42676 1.25632 4.80872  -0.73
C: -2.85205 -2.47800 -3.95062  -1.29
C: 3.33975 -3.04852 -0.79926  -1.46
C: 3.95559 3.78657 -1.73747  -0.68
C: -2.28779 -1.94623 -5.10277  -0.56
H: 3.08475 -0.78122 4.69895  0.50
H: -3.78364 -3.02545 -4.00501  0.48
H: 4.19610 -1.98580 -3.21412  0.40
H: -2.78190 -2.07249 -6.05639  0.47
H: 1.40227 3.10505 2.16262  0.37
H: 4.21005 1.80634 0.99347  0.53
H: -2.64486 -2.76726 -1.84244  0.64
H: -4.49914 0.17078 3.63812  0.46
H: -5.25340 0.95075 2.24348  0.53
H: -1.46099 0.63139 5.03405  0.53
H: -5.18991 -1.89796 0.69757  0.48
H: 5.53688 3.38077 -0.34549  0.47
H: -3.76939 2.38507 4.01893  0.58
H: -4.11925 -1.33598 -0.62090  0.03
H: 0.90078 0.22124 -1.91703  1.26
H: -0.69186 -1.49595 1.48009  -0.11
H: -5.33884 -0.21950 0.07035  0.48
H: 2.62125 1.34493 5.86917  0.44
H: -0.63107 -0.86301 -5.92293  0.48
H: 0.50945 -0.59517 -3.78190  0.45
H: 1.77413 3.29395 4.59292  0.51
H: 3.93024 -0.27776 -2.79752  0.37
H: -0.04772 -3.97606 -1.95607  0.58
H: -0.23140 -5.70929 1.95210  0.47
H: 4.33597 -3.11150 -0.36410  0.42
H: 3.24901 -3.80219 -1.58064  0.37
H: -0.61232 -3.46323 2.92478  0.51
H: 1.41021 -1.15678 0.73240  0.71
H: -0.05216 0.33195 3.98218  -0.25
H: 0.06844 -5.94656 -0.49247  0.51
H: 2.59558 -3.25732 -0.02822  0.21
H: -3.78810 2.80640 2.30712  0.34
H: 2.69524 -0.98516 2.28836  0.53
H: -1.59749 -0.52037 3.66953  0.30
H: 4.54062 4.48049 -2.32544  0.46
H: 5.14479 -1.22846 -1.92307  0.39
H: 0.86793 2.42394 -1.62725  0.24
H: 2.20224 3.99201 -2.95461  0.50

No. 2
A structure of composition C58H47F3O3P2RhSb in a non-equilibrium geometry. Source: the Open Molecules 2025 dataset; level of theory: the ωB97M-V functional and the def2-TZVPD basis.

Properties
HOMO (alpha / beta), eV: -11.9 / -13.4
Total charge: +2
2S+1: 5
Frontier orbital gap (alpha / beta), eV: 7.4 / 6.3
Expectation value of S²: 6.042
Relative energy (zero: lowest compared OMol25 entry of this formula, charge and spin), kcal/mol: 9.46
LUMO level (alpha / beta), hartree: -0.165 / -0.261
F_max, eV/A: 1.91
Energy, a.u.: -3796.63604

Last column: Löwdin spin population.
Cartesian coordinates (Å):
Sb: -2.31498 -1.38049 -0.05410  0.15
Rh: 0.36270 0.08827 0.05619  2.07
P: 1.21863 -2.20975 -0.23896  0.14
P: 2.76942 0.27559 0.72905  0.12
F: -4.27751 -3.54718 5.44095  0.00
F: -3.46495 -6.13269 -3.90259  0.00
F: -7.47543 1.69104 -1.68149  0.00
O: -1.55890 1.52171 -0.11110  0.08
O: -2.74260 3.49100 -0.31097  0.04
O: 1.09093 2.49894 -0.38509  0.14
C: 2.90211 -2.44890 0.46639  0.02
C: -2.18902 -4.24742 -3.37565  0.00
C: 4.54392 2.39235 1.36928  0.01
C: -4.01421 -4.95868 -1.95251  0.00
C: 5.46260 3.36760 1.00364  0.00
C: 0.94299 -0.74980 -2.53331  0.04
C: 0.50114 -4.90392 -0.87368  0.01
C: -2.67290 -3.05045 -1.33714  0.03
C: 1.27214 0.45043 3.04751  0.02
C: 3.32550 -0.24465 4.76920  0.00
C: -0.17259 5.39083 -4.25652  0.11
C: -5.85498 0.07707 -2.17341  0.00
C: 3.74934 -1.20250 0.28161  0.01
C: 0.38722 4.12174 -4.13269  -0.01
C: -3.82263 -3.08875 4.27403  0.00
C: 0.59673 4.54163 0.80552  0.04
C: 1.15467 6.05497 3.07879  0.01
C: 3.56706 -0.17656 3.40542  0.00
C: 0.27838 -4.13512 1.40326  0.01
C: 0.14063 5.10773 3.10411  0.00
C: -2.97659 -3.51222 2.08593  0.01
C: -5.72725 1.40763 -0.15611  0.00
C: 2.25514 -2.73924 -2.85025  0.00
C: 0.57717 3.56415 -2.88468  0.09
C: 0.15090 -6.18113 -0.46182  0.00
C: 1.50648 -1.91865 -2.01040  0.01
C: 1.02897 0.38552 4.40985  0.00
C: -3.29174 -1.25250 2.85527  0.00
C: 0.21797 4.28016 -1.72662  0.03
C: -0.11205 -6.44176 0.87693  0.00
C: -0.54855 6.10054 -3.11923  -0.01
C: -1.95320 2.64468 -0.23236  0.04
C: -0.36972 5.55345 -1.86557  0.09
C: 2.40518 -2.40479 -4.19019  0.00
C: -4.56370 0.74564 0.20078  0.01
C: 0.57067 -3.87664 0.06129  0.03
C: 5.76134 3.58488 -0.33338  0.01
C: -1.91608 -3.21184 -2.49393  0.00
C: 0.40834 3.71541 -0.41990  0.40
C: 1.82253 -1.25048 -4.69538  0.00
C: -3.74196 -3.91011 -1.08761  0.00
C: -6.35382 1.05732 -1.33747  0.00
C: -4.05040 -0.26425 -0.61011  0.05
C: 1.90423 6.23795 1.92398  0.00
C: -0.13229 4.34701 1.97656  0.01
C: 4.21370 1.86301 -0.96727  0.01
C: 3.93327 1.62270 0.38278  0.03
C: 5.13272 2.83534 -1.32179  0.00
C: -3.43193 -3.99396 3.30527  0.00
C: -2.91556 -2.14154 1.84927  0.02
C: 1.62422 5.49117 0.78993  0.02
C: -3.21988 -5.11604 -3.07456  0.00
C: -4.69201 -0.58501 -1.80531  0.01
C: -0.04883 -5.41931 1.81250  0.00
C: -3.75423 -1.72254 4.07458  0.00
C: 2.06207 0.04150 5.27018  0.00
C: 2.54088 0.17402 2.52816  0.01
C: 1.09365 -0.40693 -3.86452  0.01
H: 4.04019 -1.07801 -0.76371  0.00
H: -4.29858 -1.35441 -2.45561  0.00
H: 2.98226 -3.04722 -4.84298  0.00
H: 0.04473 0.60796 4.80227  0.00
H: 2.70174 6.97067 1.90342  0.00
H: -4.38460 -3.75806 -0.22826  0.00
H: 5.35537 3.01288 -2.36654  0.00
H: 6.48250 4.34415 -0.60791  0.00
H: -0.25790 -5.61866 2.85601  0.00
H: 4.12548 -0.52139 5.44390  0.00
H: 0.64259 0.49432 -4.26020  0.00
H: 1.94221 -0.99436 -5.74025  0.00
H: 5.94591 3.95878 1.77095  0.00
H: 4.55572 -0.40586 3.02270  0.00
H: -4.83767 -5.63815 -1.77441  0.00
H: 1.03143 2.58605 -2.78244  0.01
H: 0.67911 3.57321 -5.02006  0.00
H: -0.36703 -7.44704 1.18837  0.00
H: 0.35155 -0.08279 -1.87643  0.01
H: -6.14781 2.18723 0.46549  0.00
H: -0.68152 6.09574 -0.98257  0.00
H: -1.62297 -4.38729 -4.28881  0.00
H: -2.67449 -4.21714 1.32437  0.00
H: -0.98802 7.08552 -3.21726  0.00
H: -3.23013 -0.18125 2.69768  0.00
H: 0.45703 0.73945 2.38469  0.01
H: 4.66139 -1.22711 0.87693  0.00
H: 2.75870 -2.66920 1.52663  0.00
H: -4.06788 -1.04806 4.86121  0.00
H: 2.19545 5.64054 -0.12016  0.00
H: 2.73036 -3.63026 -2.45648  0.00
H: 0.70086 -4.72074 -1.92040  0.00
H: -4.06955 1.02339 1.12453  0.00
H: 4.30903 2.23726 2.41449  0.00
H: -0.93028 3.61344 2.01430  0.00
H: -0.44743 4.97177 4.00339  0.00
H: 1.79990 2.59940 0.26827  0.01
H: -0.31506 5.82261 -5.23822  0.01
H: 1.35484 6.65852 3.95488  0.00
H: 3.35130 -3.33003 0.00781  0.00
H: -3.49400 -5.05664 3.50404  0.00
H: -1.11297 -2.52238 -2.72633  0.00
H: 0.31045 -3.32223 2.12445  0.00
H: -6.37144 -0.16332 -3.09331  0.00
H: 0.08990 -6.97970 -1.18955  0.00
H: 1.87942 -0.00543 6.33635  0.00
H: 3.70486 1.28665 -1.73576  0.00

No. 3
A cluster of 15 separate species, C26H53Cl28N2O2 in total in a non-equilibrium geometry. Source: the Open Molecules 2025 dataset; level of theory: the ωB97M-V functional and the def2-TZVPD basis.

Properties
HOMO, eV: -12.0
Total charge: +1
2S+1: 1
Frontier orbital gap, eV: 9.1
Relative energy (zero: lowest compared OMol25 entry of this formula, charge and spin), kcal/mol: 154.85
LUMO level, hartree: -0.104
F_max, eV/A: 6.63
Energy, a.u.: -14167.28834

Last column: Mulliken charge in e.
Cartesian coordinates (Å):
Cl: -8.99864 1.42087 -0.60062  -0.16
Cl: -2.33495 -1.60474 -0.53221  -0.01
Cl: -4.11605 3.27369 -7.92633  -0.10
Cl: 8.13363 -4.10574 2.98715  -0.17
Cl: 6.68379 -6.58091 -1.03086  -0.16
Cl: -2.81685 -6.27748 4.08741  -0.17
Cl: 1.90145 6.86615 2.86195  -0.08
Cl: -5.33814 -1.54156 -9.35286  -0.16
Cl: -1.52171 3.67062 -2.26717  -0.17
Cl: -9.15081 -6.36572 0.83557  -0.18
Cl: -5.18935 -7.86104 4.68935  -0.19
Cl: -4.59555 0.17214 -1.01295  -0.22
Cl: -2.43680 2.26096 -4.64924  -0.14
Cl: -6.64638 -2.61680 -0.11312  -0.16
Cl: -7.15821 -7.33256 2.73122  -0.07
Cl: 2.16186 9.19900 0.97733  -0.15
Cl: 10.36494 -3.23362 1.32599  -0.15
Cl: 1.74610 10.63445 3.48041  -0.14
Cl: 3.45708 4.55360 3.71686  -0.16
Cl: 10.42260 0.51922 0.49900  -0.12
Cl: -5.81854 3.94274 2.27320  -0.14
Cl: -8.58288 -0.01458 -3.10370  -0.15
Cl: -3.58723 4.81485 0.61205  -0.05
Cl: -5.75390 -0.10612 -6.84978  -0.11
Cl: -5.09075 -4.92935 0.74179  -0.19
Cl: 13.02242 1.55575 1.31466  -0.15
Cl: -4.82708 5.97510 -7.09231  -0.16
Cl: 6.68144 -3.66658 -0.95748  -0.10
O: 0.86101 2.35486 1.65847  -0.30
O: 0.73571 -2.02820 0.51669  0.00
N: 6.17432 -0.50494 2.06409  -0.46
N: 2.49736 0.58107 -0.33654  0.38
C: 2.31176 2.46460 1.44128  -0.43
C: -8.32376 -7.78783 1.48255  -0.31
C: -3.83014 -1.36204 -1.44353  -0.27
C: 1.02464 1.00014 -0.53222  -0.45
C: -4.11529 -7.27107 3.41525  0.52
C: -0.02403 -4.41234 0.29780  -0.71
C: 9.07558 -2.72098 2.42131  0.09
C: 2.19820 -1.96904 0.37349  -0.69
C: -4.87659 5.32750 1.70737  -0.38
C: 0.26097 1.24761 0.89715  0.19
C: 5.62196 0.05892 0.92281  -0.05
C: 12.16740 0.23542 0.50803  -0.21
C: -3.68129 4.64324 -6.89663  -0.13
C: -1.29434 1.72091 0.50379  0.81
C: 1.93929 5.43995 3.90574  -0.16
C: 2.77043 10.46585 2.04957  -0.26
C: 3.02633 1.01416 1.01269  0.10
C: 2.75532 -0.86409 -0.69773  -0.75
C: -6.60854 -4.04300 0.93067  0.19
C: -2.25564 1.67143 1.83707  -0.76
C: -2.00202 2.10915 -2.94252  0.57
C: -7.97431 1.25227 -2.03146  0.49
C: 0.43993 -3.22210 1.37601  -0.42
C: 7.58287 -5.13398 -0.55860  -0.05
C: 4.65296 1.38109 0.88187  -0.87
C: -4.72957 -0.27471 -8.28062  -0.13
H: 4.80083 2.07590 -0.05218  0.33
H: -4.69539 -6.66968 2.71106  -0.44
H: -6.70770 -3.72500 1.97140  0.32
H: 1.10797 4.78243 3.64009  0.09
H: 1.36906 -3.55197 2.01978  0.35
H: -4.43206 5.83141 2.56907  0.29
H: 3.89759 -1.10229 -0.94337  0.34
H: -1.06622 -4.84120 0.64405  0.19
H: 5.88388 -0.43292 -0.13198  0.24
H: 2.78814 2.71914 2.50616  0.03
H: -9.06476 -8.46337 1.91678  0.33
H: 3.78397 10.20764 2.36603  0.26
H: 1.84013 5.75796 4.94647  0.36
H: 2.17367 -1.06379 -1.71859  0.37
H: -3.71603 -0.53292 -7.96416  0.28
H: -2.86458 1.73177 -2.38792  -0.18
H: 8.53824 -5.11988 -1.08884  0.31
H: -1.65948 2.12552 2.73585  0.26
H: -7.79568 -8.29266 0.66994  0.25
H: 9.52011 -2.21706 3.28302  0.34
H: 2.79560 0.28574 1.89831  0.24
H: 0.44549 0.19461 -1.19628  0.16
H: -3.59894 -1.35697 -2.51148  0.28
H: -3.68684 4.31958 -5.85294  0.08
H: 0.22528 0.30988 1.60757  -0.08
H: 0.99615 1.99683 -1.18865  0.34
H: -3.67635 -8.12632 2.89574  0.30
H: 2.53052 -3.03635 -0.04565  0.45
H: -1.70486 0.92509 -0.28397  -0.41
H: 2.78012 -1.84181 1.39064  0.35
H: -2.54461 0.55003 2.03232  0.25
H: -5.53964 6.01655 1.17863  0.31
H: -0.49456 -3.04109 2.08572  0.27
H: -3.27594 2.25478 1.64614  0.02
H: -1.31010 2.75999 -0.04261  -0.19
H: -7.43986 -4.70053 0.66502  -0.17
H: 12.37336 -0.69790 1.03772  0.18
H: 3.02534 1.16117 -1.05673  0.51
H: -0.21801 -3.88130 -0.75217  0.18
H: 8.41253 -2.03192 1.89257  -0.09
H: 4.93492 2.03901 1.83387  0.29
H: 7.75959 -5.16105 0.51938  -0.01
H: -2.68196 4.99069 -7.16982  0.31
H: -6.96077 0.99406 -1.71501  -0.40
H: 2.78358 11.41466 1.50773  0.30
H: 2.64356 3.33693 0.73177  0.26
H: -7.96116 2.20108 -2.57330  0.31
H: -4.71642 0.67409 -8.82246  0.11
H: 12.52100 0.16016 -0.52313  0.29
H: -1.16811 1.40923 -2.84870  -0.02
H: -4.52010 -2.17920 -1.21929  0.05
H: 5.81582 0.11991 2.84783  0.23
H: 0.76173 -5.27480 0.20949  0.32